[1]
{"formula": "C45H90O27", "method": "ωB97M-V/def2-TZVPD", "total_charge": 0, "e_above_lowest_ev": 4.472, "orbital_gap_ev": 9.7, "energy_ha": -3799.8550, "lumo_energy_ev": 0.5, "symbols": ["C", "C", "C", "O", "C", "H", "H", "H", "H", "H", "H", "H", "H", "C", "C", "C", "O", "C", "H", "H", "H", "H", "H", "H", "H", "H", "C", "C", "C", "O", "C", "H", "H", "H", "H", "H", "H", "H", "H", "C", "C", "C", "O", "C", "H", "H", "H", "H", "H", "H", "H", "H", "C", "C", "C", "O", "C", "H", "H", "H", "H", "H", "H", "H", "H", "C", "C", "C", "O", "C", "H", "H", "H", "H", "H", "H", "H", "H", "C", "O", "C", "O", "O", "C", "H", "H", "H", "H", "H", "H", "C", "O", "C", "O", "O", "C", "H", "H", "H", "H", "H", "H", "C", "O", "C", "O", "O", "C", "H", "H", "H", "H", "H", "H", "C", "O", "C", "O", "O", "C", "H", "H", "H", "H", "H", "H", "C", "O", "C", "O", "O", "C", "H", "H", "H", "H", "H", "H", "C", "O", "C", "O", "O", "C", "H", "H", "H", "H", "H", "H", "C", "O", "C", "O", "O", "C", "H", "H", "H", "H", "H", "H"], "positions_angstrom": [[-16.332, 31.198, -3.972], [-17.494, 30.651, -4.749], [-18.519, 30.340, -3.806], [-18.414, 31.330, -2.860], [-17.086, 31.722, -2.740], [-15.762, 31.948, -4.521], [-15.742, 30.318, -3.716], [-17.216, 29.770, -5.329], [-17.846, 31.453, -5.397], [-18.306, 29.353, -3.395], [-19.528, 30.123, -4.157], [-16.680, 31.133, -1.917], [-16.946, 32.784, -2.538], [-24.856, 29.226, 3.622], [-23.434, 28.820, 3.685], [-23.223, 28.730, 5.185], [-23.949, 29.734, 5.748], [-25.012, 30.064, 4.861], [-25.555, 28.396, 3.719], [-25.132, 29.790, 2.731], [-22.844, 29.615, 3.229], [-23.368, 27.796, 3.318], [-22.183, 28.630, 5.495], [-23.576, 27.791, 5.613], [-24.883, 31.108, 4.577], [-25.995, 29.807, 5.255], [-15.080, 28.443, 0.456], [-15.404, 28.265, -0.982], [-14.027, 28.532, -1.684], [-13.081, 28.768, -0.591], [-13.804, 29.261, 0.549], [-14.869, 27.486, 0.934], [-15.866, 28.811, 1.116], [-16.118, 29.045, -1.250], [-15.793, 27.307, -1.327], [-14.142, 29.396, -2.338], [-13.825, 27.624, -2.252], [-14.050, 30.323, 0.542], [-13.328, 29.055, 1.508], [-19.732, 28.735, -0.051], [-20.952, 29.430, -0.637], [-21.803, 29.655, 0.708], [-20.804, 29.547, 1.744], [-19.533, 29.515, 1.189], [-18.859, 28.672, -0.701], [-19.922, 27.707, 0.259], [-21.394, 28.808, -1.415], [-20.643, 30.431, -0.937], [-22.400, 28.759, 0.878], [-22.481, 30.500, 0.590], [-19.000, 29.037, 2.011], [-19.200, 30.545, 1.062], [-24.510, 24.699, 2.044], [-23.366, 24.273, 1.078], [-23.986, 24.815, -0.263], [-24.960, 25.787, 0.058], [-24.892, 26.063, 1.478], [-24.041, 24.690, 3.028], [-25.255, 23.932, 1.837], [-23.305, 23.187, 1.009], [-22.455, 24.842, 1.268], [-24.487, 23.980, -0.751], [-23.229, 25.249, -0.916], [-25.845, 26.346, 1.927], [-24.158, 26.865, 1.562], [-24.260, 32.447, -4.314], [-23.088, 31.863, -3.555], [-22.823, 32.795, -2.378], [-23.356, 34.055, -2.801], [-24.440, 33.815, -3.651], [-25.130, 31.829, -4.092], [-24.138, 32.490, -5.397], [-22.258, 31.789, -4.258], [-23.414, 30.868, -3.254], [-21.759, 32.913, -2.174], [-23.279, 32.480, -1.439], [-24.473, 34.553, -4.453], [-25.410, 33.748, -3.160], [-17.665, 37.734, 1.896], [-18.304, 36.464, 1.733], [-18.191, 35.691, 0.641], [-17.881, 36.066, -0.508], [-18.666, 34.436, 0.958], [-18.856, 33.471, -0.116], [-17.857, 38.173, 2.875], [-17.848, 38.479, 1.122], [-16.587, 37.593, 1.814], [-18.742, 32.489, 0.344], [-18.103, 33.632, -0.888], [-19.830, 33.501, -0.604], [-19.079, 25.946, -2.378], [-17.682, 25.816, -2.689], [-17.201, 26.531, -3.765], [-17.895, 27.234, -4.492], [-15.867, 26.313, -3.892], [-15.214, 26.976, -4.983], [-19.302, 25.413, -1.454], [-19.664, 25.505, -3.186], [-19.327, 27.006, -2.420], [-15.080, 26.350, -5.866], [-14.267, 27.324, -4.573], [-15.676, 27.893, -5.349], [-17.364, 33.199, 4.237], [-16.302, 32.310, 3.903], [-16.338, 31.412, 2.936], [-17.169, 31.364, 2.017], [-15.279, 30.527, 2.950], [-14.324, 30.623, 3.976], [-16.990, 34.159, 4.593], [-18.061, 32.847, 4.997], [-17.990, 33.489, 3.393], [-14.670, 30.386, 4.982], [-13.899, 31.627, 3.945], [-13.482, 29.944, 3.845], [-27.834, 28.573, -1.262], [-28.069, 29.099, 0.014], [-27.450, 30.248, 0.476], [-27.483, 30.590, 1.600], [-26.742, 30.915, -0.505], [-25.654, 31.791, -0.181], [-28.166, 29.305, -1.999], [-28.511, 27.724, -1.355], [-26.845, 28.174, -1.488], [-25.815, 32.266, 0.786], [-25.554, 32.534, -0.972], [-24.755, 31.173, -0.159], [-24.714, 26.715, -2.677], [-23.969, 26.990, -3.836], [-22.699, 27.143, -3.873], [-21.924, 27.021, -2.881], [-22.385, 27.270, -5.182], [-21.054, 27.149, -5.627], [-25.675, 27.178, -2.903], [-24.218, 27.118, -1.794], [-24.919, 25.646, -2.628], [-20.806, 26.112, -5.855], [-20.449, 27.647, -4.870], [-20.882, 27.792, -6.491], [-15.991, 26.907, 4.454], [-17.150, 26.136, 4.406], [-17.972, 26.142, 3.312], [-17.812, 26.830, 2.254], [-18.940, 25.250, 3.422], [-19.873, 25.001, 2.353], [-16.186, 27.852, 3.947], [-15.142, 26.394, 4.003], [-15.828, 27.212, 5.488], [-20.670, 25.743, 2.406], [-20.276, 23.988, 2.383], [-19.446, 25.062, 1.352], [-18.875, 29.756, 4.888], [-18.453, 30.628, 5.946], [-17.320, 30.320, 6.666], [-16.533, 29.392, 6.419], [-17.245, 31.218, 7.677], [-16.373, 30.990, 8.769], [-19.467, 30.360, 4.201], [-19.596, 28.967, 5.104], [-18.123, 29.185, 4.344], [-15.324, 31.266, 8.665], [-16.502, 29.965, 9.116], [-16.639, 31.616, 9.621]]}

[2]
{"formula": "C45H93BFN4O14", "method": "ωB97M-V/def2-TZVPD", "total_charge": 1, "orbital_gap_ev": 6.1, "energy_ha": -3166.9261, "lumo_energy_ev": -4.0, "symbols": ["C", "C", "C", "N", "C", "C", "N", "C", "C", "C", "N", "C", "C", "C", "C", "C", "C", "C", "O", "C", "B", "O", "N", "C", "C", "C", "C", "C", "F", "H", "H", "H", "H", "H", "H", "H", "H", "H", "H", "H", "H", "H", "H", "H", "H", "H", "H", "H", "H", "H", "H", "H", "H", "H", "H", "H", "H", "H", "H", "H", "H", "H", "H", "H", "H", "H", "C", "O", "C", "C", "O", "C", "C", "O", "C", "H", "H", "H", "H", "H", "H", "H", "H", "H", "H", "H", "H", "H", "H", "C", "O", "C", "C", "O", "C", "C", "O", "C", "H", "H", "H", "H", "H", "H", "H", "H", "H", "H", "H", "H", "H", "H", "C", "O", "C", "C", "O", "C", "C", "O", "C", "H", "H", "H", "H", "H", "H", "H", "H", "H", "H", "H", "H", "H", "H", "C", "O", "C", "C", "O", "C", "C", "O", "C", "H", "H", "H", "H", "H", "H", "H", "H", "H", "H", "H", "H", "H", "H"], "positions_angstrom": [[3.803, -4.085, 4.054], [4.518, -5.169, 3.124], [5.143, -4.470, 1.831], [4.575, -4.973, 0.560], [3.431, -4.155, 0.105], [3.100, -4.439, -1.432], [2.157, -5.319, -1.603], [1.744, -5.746, -2.957], [0.230, -5.495, -3.331], [-0.450, -4.247, -2.655], [-1.926, -4.420, -2.868], [-2.729, -3.660, -1.881], [-3.491, -4.625, -0.914], [-3.435, -4.424, 0.539], [-4.077, -5.292, 1.520], [-4.848, -6.444, 1.059], [-4.960, -6.650, -0.400], [-4.298, -5.774, -1.377], [-4.454, -6.055, -2.751], [1.741, -5.752, -0.246], [0.447, -6.700, -0.006], [-0.878, -6.353, -0.322], [0.653, -8.053, 0.605], [1.457, -8.929, -0.280], [1.225, -7.944, 1.961], [2.019, -4.555, 0.767], [1.207, -3.218, 0.595], [-0.097, -3.184, 1.482], [-0.843, -2.051, 1.084], [3.774, -4.442, 5.119], [2.741, -3.900, 3.737], [4.338, -3.096, 4.006], [3.817, -6.005, 2.859], [5.320, -5.625, 3.770], [5.140, -3.345, 1.908], [6.231, -4.777, 1.831], [5.303, -5.008, -0.158], [3.747, -3.077, 0.180], [3.641, -3.928, -2.268], [2.030, -6.813, -3.164], [2.356, -5.129, -3.678], [-0.412, -6.410, -3.182], [0.211, -5.305, -4.445], [-0.153, -3.267, -3.120], [-0.304, -4.175, -1.549], [-2.104, -4.122, -3.827], [-2.145, -2.873, -1.334], [-3.524, -3.108, -2.466], [-2.861, -3.545, 0.909], [-3.930, -5.044, 2.600], [-5.326, -7.129, 1.793], [-5.587, -7.528, -0.706], [-5.243, -5.584, -3.085], [2.593, -6.452, 0.034], [-1.229, -6.919, -1.040], [2.554, -8.646, -0.264], [1.029, -8.906, -1.316], [1.399, -9.969, 0.142], [1.124, -8.932, 2.490], [0.612, -7.191, 2.543], [2.303, -7.612, 1.997], [2.098, -4.983, 1.796], [1.019, -2.931, -0.481], [1.871, -2.393, 0.995], [0.256, -3.062, 2.548], [-0.677, -4.132, 1.330], [2.570, 1.292, 6.900], [1.804, 0.585, 5.943], [0.993, -0.428, 6.522], [-0.308, -0.585, 5.747], [-1.262, 0.446, 5.983], [-0.950, 1.747, 5.490], [-1.035, 1.882, 3.978], [0.053, 1.221, 3.344], [-0.325, 0.544, 2.162], [3.373, 0.659, 7.289], [3.006, 2.160, 6.406], [1.939, 1.650, 7.720], [0.764, -0.202, 7.568], [1.559, -1.368, 6.474], [-0.789, -1.505, 6.092], [-0.127, -0.713, 4.679], [0.010, 2.094, 5.873], [-1.708, 2.407, 5.922], [-0.974, 2.942, 3.706], [-1.998, 1.485, 3.634], [-1.176, -0.117, 2.348], [0.515, -0.073, 1.843], [-0.569, 1.260, 1.371], [-1.256, 7.635, 4.082], [-0.111, 7.174, 3.393], [-0.110, 5.766, 3.201], [0.565, 5.402, 1.887], [-0.227, 5.655, 0.729], [-0.476, 7.020, 0.399], [0.733, 7.766, -0.145], [1.676, 8.035, 0.883], [3.017, 7.875, 0.457], [-1.214, 7.340, 5.135], [-1.272, 8.723, 4.017], [-2.173, 7.255, 3.618], [-1.129, 5.365, 3.207], [0.453, 5.324, 4.034], [0.733, 4.321, 1.890], [1.547, 5.867, 1.798], [-0.934, 7.550, 1.235], [-1.229, 6.991, -0.394], [0.407, 8.732, -0.550], [1.184, 7.178, -0.955], [3.163, 6.894, -0.011], [3.659, 7.925, 1.338], [3.296, 8.670, -0.239], [-9.384, 0.181, -2.453], [-8.986, -0.604, -3.560], [-7.601, -0.918, -3.547], [-7.356, -2.292, -4.153], [-7.709, -3.383, -3.304], [-9.102, -3.567, -3.048], [-9.894, -4.095, -4.234], [-10.061, -3.093, -5.228], [-9.941, -3.596, -6.545], [-8.998, 1.200, -2.548], [-10.474, 0.212, -2.438], [-9.045, -0.266, -1.513], [-7.201, -0.896, -2.528], [-7.088, -0.159, -4.150], [-6.279, -2.394, -4.317], [-7.826, -2.390, -5.131], [-9.547, -2.662, -2.635], [-9.151, -4.320, -2.256], [-10.895, -4.387, -3.895], [-9.388, -4.979, -4.641], [-9.011, -4.164, -6.662], [-9.904, -2.747, -7.228], [-10.800, -4.225, -6.795], [9.156, 10.301, -1.072], [8.397, 9.572, -2.016], [7.606, 8.552, -1.422], [6.305, 8.365, -2.189], [5.335, 9.385, -1.959], [5.632, 10.683, -2.470], [5.544, 10.799, -3.984], [6.637, 10.143, -4.614], [6.261, 9.450, -5.788], [9.972, 9.686, -0.679], [9.576, 11.171, -1.578], [8.523, 10.658, -0.252], [7.379, 8.787, -0.377], [8.187, 7.622, -1.462], [5.840, 7.442, -1.832], [6.483, 8.228, -3.255], [6.589, 11.045, -2.092], [4.868, 11.341, -2.044], [5.593, 11.857, -4.266], [4.585, 10.388, -4.321], [5.415, 8.781, -5.593], [7.107, 8.839, -6.104], [6.007, 10.155, -6.585]]}